Entry from OMol25: C5H7NO as an isolated structure (wB97M-V/def2-TZVPD).

- F_max (eV Å⁻¹) = 0.3
- gap between HOMO and LUMO (eV) = 9.430
- electronic energy (eV) = -8832.3221
- lowest unoccupied orbital energy (eV) = 0.98
- relative energy (zero: lowest compared OMol25 entry of this formula, charge and spin) (kcal/mol) = 89.5
- HOMO (eV) = -8.4548

Geometry as XYZ:
```
14
Properties=species:S:1:pos:R:3:forces:R:3:mulliken_charge:R:1
C 2.34018 0.05932 0.09042 0.0284 -0.0224 -0.0148 -1.07
C 0.85734 0.11164 -0.04984 0.1043 -0.1113 -0.0116 0.62
C -0.01960 -0.91371 -0.31106 0.0230 0.0342 0.0653 -0.75
C -1.29264 -0.32023 -0.08042 -0.0130 0.2579 0.0719 0.65
N -2.52612 -0.55865 0.32658 -0.0399 -0.1370 -0.0564 -0.52
C -1.12629 1.10777 0.04964 0.0995 -0.0384 -0.2262 -0.61
O 0.29589 1.30170 0.17790 0.1088 -0.0674 0.0152 -0.34
H 2.79862 0.90792 -0.42530 -0.0810 -0.1050 0.0525 0.30
H 2.73480 -0.87184 -0.32190 -0.0753 0.1244 0.0651 0.32
H 2.62118 0.12206 1.14712 -0.0597 0.0021 -0.1300 0.27
H 0.25346 -1.95279 -0.43678 -0.0403 0.1736 0.0137 0.36
H -3.04184 -1.37797 0.01299 0.0750 0.1037 0.0282 0.20
H -2.42066 0.74538 0.65681 -0.1053 -0.1362 0.0171 0.39
H -1.46100 1.66797 -0.82832 -0.0244 -0.0780 0.1101 0.19
```
Positions in Å, forces in eV/Å.

***

Entry from OMol25: one molecule with the formula C5H7NO (wB97M-V/def2-TZVPD).

- F_max (eV Å⁻¹) = 2.9
- gap between HOMO and LUMO (eV) = 9.305
- electronic energy (eV) = -8831.7731
- lowest unoccupied orbital energy (eV) = 0.52
- relative energy (zero: lowest compared OMol25 entry of this formula, charge and spin) (kcal/mol) = 102.2
- SMILES = C=C[C@]1(C)NC1=O
- HOMO (eV) = -8.7832

Geometry as XYZ:
```
14
Properties=species:S:1:pos:R:3:forces:R:3:mulliken_charge:R:1
C -1.74196 -0.66365 -0.61711 -1.0624 -1.7519 0.5256 -0.80
C -0.91852 -0.73068 0.45915 -0.3411 -1.2381 -0.7469 -0.05
C 0.30569 -0.03760 0.08836 -0.0599 -0.3772 0.3878 0.57
C 1.72038 -0.30175 0.49319 0.0516 -0.0223 -0.0357 -1.29
N -0.37431 1.30920 0.47341 0.5673 0.6900 -0.5586 -0.55
C -0.19053 0.87119 -0.94939 2.0112 1.8924 0.7970 0.44
O 0.02800 1.42108 -1.99410 -0.6043 -0.6668 0.7075 -0.53
H -2.79785 -0.63606 -0.52168 -1.0167 -0.2853 0.4014 0.32
H -1.46850 -1.08072 -1.57887 0.7397 0.9282 -0.2119 0.30
H -1.16084 -0.96677 1.50175 -0.0465 0.5461 -0.4122 0.33
H 2.06103 -1.25718 0.08856 -0.0310 0.0664 0.0529 0.33
H 1.80648 -0.33555 1.58750 -0.0404 0.0020 -0.2016 0.34
H 2.38147 0.47946 0.10882 -0.0654 -0.0598 0.0708 0.33
H 0.34947 1.92902 0.86041 -0.1023 0.2764 -0.7762 0.26
```
Positions in Å, forces in eV/Å.

***

Entry from OMol25: one molecule with the formula C5H7NO (wB97M-V/def2-TZVPD).

- F_max (eV Å⁻¹) = 1.2
- gap between HOMO and LUMO (eV) = 8.575
- electronic energy (eV) = -8831.8188
- lowest unoccupied orbital energy (eV) = -0.79
- relative energy (zero: lowest compared OMol25 entry of this formula, charge and spin) (kcal/mol) = 101.1
- HOMO (eV) = -9.3701

Geometry as XYZ:
```
14
Properties=species:S:1:pos:R:3:forces:R:3:mulliken_charge:R:1
C 0.51606 -1.63169 0.69940 0.0421 -0.1725 0.0529 -1.34
C 0.15199 -0.16744 0.89513 -0.0651 -0.0667 0.0812 -0.17
C 0.00504 2.05079 -0.55779 -0.0785 -0.1425 -0.2502 -0.28
C -1.12719 0.12683 0.10983 -0.1126 -0.2547 0.2377 -0.38
O -1.03702 1.28836 -0.75018 0.4723 0.1019 -0.2899 -0.22
C 0.55691 2.23663 -1.89504 0.6485 0.2925 -0.9417 0.51
N 1.27037 2.00721 -2.78385 -0.6246 0.4833 0.6682 -0.41
H -0.34907 -2.27967 0.87435 0.1414 -0.0188 0.0426 0.34
H 1.32367 -1.94118 1.36520 -0.0757 -0.0029 -0.0453 0.36
H 0.84803 -1.78464 -0.33474 -0.0696 -0.0577 0.1864 0.35
H 0.01868 0.10546 1.94561 0.0254 -0.1346 -0.0907 0.33
H 0.97656 0.45981 0.53823 -0.2391 -0.1164 0.0555 0.29
H -1.28948 -0.63970 -0.65352 -0.0577 -0.0917 0.2966 0.29
H -2.01533 0.18289 0.73706 -0.0066 0.1809 -0.0033 0.31
```
Positions in Å, forces in eV/Å.

***

Entry from OMol25: one molecule with the formula C5H7NO (wB97M-V/def2-TZVPD).

- F_max (eV Å⁻¹) = 0.4
- gap between HOMO and LUMO (eV) = 10.203
- electronic energy (eV) = -8835.4730
- lowest unoccupied orbital energy (eV) = 0.76
- relative energy (zero: lowest compared OMol25 entry of this formula, charge and spin) (kcal/mol) = 16.8
- SMILES = C[C@@H]1C=CC(O)=N1
- HOMO (eV) = -9.4449

Geometry as XYZ:
```
14
Properties=species:S:1:pos:R:3:forces:R:3:mulliken_charge:R:1
C 0.11000 -0.88055 1.73447 -0.0226 -0.0504 0.0730 -1.28
C 0.69803 0.00868 0.63465 0.0129 0.0577 0.1433 0.53
C -0.21201 1.16110 0.29099 -0.0301 -0.0507 -0.1072 -0.78
C -0.59006 1.01427 -0.98177 0.0241 0.0362 0.1113 -0.19
C 0.10474 -0.20108 -1.45844 0.1285 -0.0926 0.2334 0.50
O -0.02012 -0.69603 -2.70549 -0.1177 0.0929 -0.0690 -0.48
N 0.84550 -0.76820 -0.58752 -0.2602 0.1723 -0.2601 -0.65
H 0.66970 -1.81763 1.77811 -0.0326 0.1461 0.0452 0.34
H -0.93304 -1.11648 1.49753 0.1508 0.0000 0.0398 0.31
H 0.14718 -0.39337 2.71413 -0.0194 -0.0318 -0.1479 0.35
H 1.68634 0.37336 0.94799 -0.1124 -0.0402 -0.0479 0.30
H -0.51811 1.93501 0.98723 0.0390 -0.1166 -0.1105 0.39
H -1.26948 1.63282 -1.55998 0.1226 -0.0814 0.0837 0.35
H -0.68918 -0.19097 -3.18209 0.1172 -0.0416 0.0129 0.31
```
Positions in Å, forces in eV/Å.

***

Entry from OMol25: one molecule with the formula C5H7NO (wB97M-V/def2-TZVPD).

- F_max (eV Å⁻¹) = 1.2
- gap between HOMO and LUMO (eV) = 9.491
- electronic energy (eV) = -8833.3062
- lowest unoccupied orbital energy (eV) = 0.81
- relative energy (zero: lowest compared OMol25 entry of this formula, charge and spin) (kcal/mol) = 66.8
- SMILES = [H]/N=C/[C@@]1(C)CC1=O
- HOMO (eV) = -8.6780

Geometry as XYZ:
```
14
Properties=species:S:1:pos:R:3:forces:R:3:mulliken_charge:R:1
H -0.76697 -1.26284 -2.63055 0.1425 0.0894 -0.2905 0.23
N -0.85029 -0.69435 -1.79754 0.2736 -0.0459 -0.2903 -0.59
C 0.26133 -0.53212 -1.19510 -0.4285 -0.1083 0.0208 -0.32
C 0.21074 0.02684 0.16895 -0.1183 -0.1663 0.0663 0.61
C 1.47308 0.68281 0.72326 -0.1353 -0.2296 0.0961 -1.36
C -1.16361 0.61108 0.55392 -0.4171 0.0988 0.1346 -0.40
C -1.11350 -0.79815 0.72313 -0.0106 -0.3869 0.6141 0.40
O -1.70607 -1.79342 0.98509 1.1194 0.3694 -0.1961 -0.50
H 1.23477 -0.91123 -1.55371 -0.2907 0.1510 0.1003 0.36
H 1.56642 1.71559 0.34121 -0.1896 -0.3803 0.0439 0.30
H 2.38364 0.14959 0.42242 -0.2370 -0.0236 0.1075 0.38
H 1.45824 0.74889 1.81407 0.0096 -0.0787 -0.1031 0.32
H -1.15044 0.98701 1.57649 0.1324 0.5085 -0.1466 0.26
H -1.87563 1.06222 -0.12633 0.1496 0.2024 -0.1569 0.30
```
Positions in Å, forces in eV/Å.

***

Entry from OMol25: one molecule with the formula C5H7NO (wB97M-V/def2-TZVPD).

- F_max (eV Å⁻¹) = 0.5
- gap between HOMO and LUMO (eV) = 9.644
- electronic energy (eV) = -8834.6240
- lowest unoccupied orbital energy (eV) = 0.26
- relative energy (zero: lowest compared OMol25 entry of this formula, charge and spin) (kcal/mol) = 36.4
- SMILES = [H]/N=C/C=C\CC=O
- HOMO (eV) = -9.3879

Geometry as XYZ:
```
14
Properties=species:S:1:pos:R:3:forces:R:3:mulliken_charge:R:1
H -1.67658 1.86790 -1.38211 0.0624 -0.0568 0.0502 0.23
N -1.06298 1.22499 -0.88071 -0.2606 -0.2576 -0.1086 -0.54
C -1.51226 0.03248 -0.95698 0.1045 0.1520 0.0145 0.03
C -0.83156 -1.12901 -0.35904 0.1656 -0.0448 0.0817 -0.40
C 0.42358 -1.16040 0.11077 -0.1625 -0.0105 -0.0203 -0.25
C 1.37500 -0.00350 0.20365 0.0742 -0.0099 -0.0324 -0.59
C 1.05426 0.88586 1.39637 0.2238 0.1321 0.1824 0.07
O 1.89598 1.34647 2.12777 -0.3443 -0.2017 -0.2983 -0.48
H -2.44525 -0.20890 -1.48456 0.1262 0.0703 0.0509 0.34
H -1.40812 -2.05206 -0.35179 0.0917 0.1312 0.0005 0.29
H 0.78930 -2.11210 0.49421 -0.0679 0.1294 -0.0588 0.35
H 2.41216 -0.33549 0.29857 -0.1525 0.0339 -0.0152 0.31
H 1.27278 0.63574 -0.68248 0.0056 -0.0598 0.1252 0.30
H -0.02296 1.09390 1.54311 0.1338 -0.0080 0.0283 0.34
```
Positions in Å, forces in eV/Å.

***

Entry from OMol25: C5H7NO as an isolated structure (wB97M-V/def2-TZVPD).

- F_max (eV Å⁻¹) = 0.6
- gap between HOMO and LUMO (eV) = 8.806
- electronic energy (eV) = -8831.4203
- lowest unoccupied orbital energy (eV) = 0.40
- relative energy (zero: lowest compared OMol25 entry of this formula, charge and spin) (kcal/mol) = 110.3
- HOMO (eV) = -8.4047

Geometry as XYZ:
```
14
Properties=species:S:1:pos:R:3:forces:R:3:mulliken_charge:R:1
O -0.41312 -0.64588 2.01808 -0.3559 -0.1631 -0.4094 -0.47
C -1.23136 -0.78635 1.13798 0.1982 0.1374 0.2956 -0.20
C -1.01235 -0.56164 -0.33467 -0.0634 -0.0183 -0.0977 0.35
C -0.69064 0.79522 -0.88973 -0.0226 0.0632 0.2669 -0.52
C 0.47164 1.32595 -0.03818 0.0440 0.0658 -0.0265 -0.35
C 1.30912 0.05389 -0.15559 0.1975 0.0537 0.0559 -0.47
N 0.33671 -0.85263 -0.85294 0.0000 -0.0612 -0.0278 -0.51
H -2.28244 -1.03940 1.38983 0.0870 0.0377 -0.0197 0.34
H -1.76076 -1.11008 -0.91074 0.0720 0.1611 0.0652 0.30
H 0.35122 -0.70846 -1.86068 0.0932 -0.3034 0.0277 0.37
H 0.20168 1.58812 0.99237 0.0028 -0.0428 -0.1011 0.24
H 0.93806 2.19179 -0.51298 -0.0955 -0.1089 0.1037 0.31
H 1.58159 -0.40355 0.79501 0.0221 0.1269 -0.1765 0.22
H 2.20065 0.15301 -0.77776 -0.1795 0.0520 0.0438 0.36
```
Positions in Å, forces in eV/Å.

***

Entry from OMol25: C5H7NO as an isolated structure (wB97M-V/def2-TZVPD).

- F_max (eV Å⁻¹) = 2.5
- gap between HOMO and LUMO (eV) = 9.650
- electronic energy (eV) = -8831.7712
- lowest unoccupied orbital energy (eV) = 1.07
- relative energy (zero: lowest compared OMol25 entry of this formula, charge and spin) (kcal/mol) = 102.2
- HOMO (eV) = -8.5776

Geometry as XYZ:
```
14
Properties=species:S:1:pos:R:3:forces:R:3:mulliken_charge:R:1
C -1.19776 -0.95583 0.10233 0.0113 -0.0658 0.0299 -0.48
C -1.14238 0.35190 -0.66973 -0.1635 -0.1153 -0.1711 -0.07
O -0.80873 1.37985 0.27779 0.0974 0.0010 0.1778 -0.45
C 0.60658 1.10457 0.19850 0.4046 -0.0037 -0.1328 -0.13
C 1.16011 -0.13497 0.90101 0.6405 -0.1547 -0.0673 -0.46
N 0.30493 -1.04952 0.10524 0.3252 -0.4448 -0.3129 -0.43
C 0.37137 0.06407 -0.91408 0.1101 0.0757 -0.5343 -0.38
H -1.74772 -0.95805 1.05167 0.3164 0.1539 -0.1218 0.27
H -1.54407 -1.79691 -0.51099 0.0124 0.1461 0.1300 0.27
H -1.91484 0.65321 -1.38532 0.1908 -0.0424 0.1661 0.41
H 1.17343 2.04128 0.20508 0.0292 -0.2578 -0.2593 0.40
H 2.14434 -0.29469 0.26688 -1.1166 0.3690 2.1523 0.23
H 1.24968 -0.26127 1.99228 0.1078 -0.0299 -0.4165 0.34
H 1.16173 -0.13938 -1.64849 -0.9654 0.3687 -0.6401 0.48
```
Positions in Å, forces in eV/Å.

***

Entry from OMol25: one molecule with the formula C5H7NO (wB97M-V/def2-TZVPD).

- F_max (eV Å⁻¹) = 0.9
- gap between HOMO and LUMO (eV) = 7.419
- electronic energy (eV) = -8832.1282
- lowest unoccupied orbital energy (eV) = -0.03
- relative energy (zero: lowest compared OMol25 entry of this formula, charge and spin) (kcal/mol) = 94.0
- SMILES = CN1C=C=C[C@@H]1O
- HOMO (eV) = -7.4448

Geometry as XYZ:
```
14
Properties=species:S:1:pos:R:3:forces:R:3:mulliken_charge:R:1
C 1.28870 -0.28488 1.24344 0.0886 -0.0640 0.0583 -0.90
N 0.50406 -0.05501 0.04578 -0.0016 -0.0993 -0.3989 0.15
C 0.91996 0.08178 -1.20942 0.1555 0.0261 0.2631 0.08
C -0.10063 0.27598 -2.20835 -0.1806 0.2760 0.3492 -0.90
C -1.21307 0.37110 -1.41063 -0.1361 0.2562 -0.2529 -0.36
C -0.93960 -0.05296 0.00672 -0.0249 -0.4685 -0.2805 0.24
O -1.56281 0.32796 1.18574 -0.0874 0.3100 -0.0758 -0.51
H 1.40046 -1.35503 1.44075 -0.0081 0.1158 0.0100 0.29
H 0.78931 0.18249 2.09611 0.0491 -0.0735 -0.1826 0.32
H 2.27643 0.16598 1.11662 -0.1661 -0.1000 -0.0085 0.35
H 1.99379 -0.01298 -1.38665 -0.1826 0.1385 0.0364 0.34
H -2.26327 0.38759 -1.70328 0.2044 0.0905 -0.1902 0.37
H -1.25271 -1.07817 -0.25553 0.1410 -0.4152 0.7705 0.18
H -1.93362 1.21354 1.10180 0.1488 0.0075 -0.0981 0.35
```
Positions in Å, forces in eV/Å.

***

Entry from OMol25: one molecule with the formula C5H7NO (wB97M-V/def2-TZVPD).

- F_max (eV Å⁻¹) = 4.3
- gap between HOMO and LUMO (eV) = 9.774
- electronic energy (eV) = -8830.8202
- lowest unoccupied orbital energy (eV) = 0.85
- relative energy (zero: lowest compared OMol25 entry of this formula, charge and spin) (kcal/mol) = 124.1
- SMILES = O=C[C@H]1[C@H]2CCN21
- HOMO (eV) = -8.9247

Geometry as XYZ:
```
14
Properties=species:S:1:pos:R:3:forces:R:3:mulliken_charge:R:1
O 0.45324 -2.00987 0.16576 -0.8945 1.5695 2.2221 -0.42
C 0.92637 -1.42771 -0.84428 -1.0125 -1.5695 2.1941 -0.09
C 0.94651 0.09734 -0.90219 0.0128 -0.6583 -0.5677 0.03
C -0.31678 0.88133 -0.70765 -0.1519 -0.0219 -0.3462 -0.29
C -1.24746 0.29118 0.34611 -0.0715 -0.0238 -0.0017 -0.66
C -0.05558 0.44214 1.31362 -0.0203 -0.0648 0.2976 -0.33
N 0.80970 1.04306 0.24017 0.2823 -0.3047 -0.0362 -0.52
H 0.97857 -2.54099 -1.05646 1.7331 1.2871 -3.7200 0.50
H 1.61390 0.54412 -1.63456 -0.0769 -0.2965 0.0256 0.38
H -0.58862 1.65052 -1.42885 0.0753 -0.1376 0.1277 0.35
H -1.61937 -0.72006 0.16589 0.0564 0.1667 0.0293 0.23
H -2.08332 0.95376 0.58225 0.1390 -0.0817 -0.0527 0.29
H 0.35378 -0.46225 1.75754 -0.1224 0.1790 -0.0111 0.24
H -0.21950 1.19846 2.08474 0.0511 -0.0436 -0.1607 0.30
```
Positions in Å, forces in eV/Å.